Record 1
{"formula": "C12H32N2O5S3", "method": "ωB97M-V/def2-TZVPD", "energy_ev": -58665.45845, "gap_ev": 6.75, "relative_energy_kj_mol": 1653.07, "symbols": ["C", "C", "O", "N", "C", "H", "H", "H", "H", "H", "H", "H", "C", "C", "O", "N", "C", "H", "H", "H", "H", "H", "H", "H", "C", "S", "O", "C", "H", "H", "H", "H", "H", "H", "C", "S", "O", "C", "H", "H", "H", "H", "H", "H", "C", "S", "O", "C", "H", "H", "H", "H", "H", "H"], "xyz": [[1.736, -4.353, -3.652], [0.512, -3.505, -3.595], [0.480, -2.321, -4.123], [-0.606, -3.924, -2.906], [-1.827, -3.091, -2.608], [2.504, -3.730, -3.194], [2.028, -4.602, -4.672], [1.588, -5.307, -3.146], [-0.608, -4.865, -2.540], [-2.550, -3.668, -2.031], [-2.232, -2.643, -3.516], [-1.516, -2.258, -1.977], [0.403, 5.157, 1.419], [0.318, 3.655, 1.265], [1.195, 3.044, 0.612], [-0.813, 3.027, 1.572], [-2.119, 3.472, 2.094], [1.312, 5.456, 1.941], [-0.477, 5.442, 1.996], [0.361, 5.699, 0.474], [-0.756, 2.028, 1.430], [-1.945, 3.963, 3.051], [-2.765, 2.599, 2.184], [-2.609, 4.165, 1.410], [-1.127, -1.148, -0.199], [0.472, -0.089, -0.153], [0.377, 0.564, -1.542], [-0.291, 1.267, 0.886], [-2.095, -0.658, -0.308], [-1.192, -1.608, 0.787], [-0.827, -1.867, -0.961], [0.052, 1.157, 1.915], [-1.375, 1.337, 0.798], [0.195, 2.169, 0.515], [1.151, -1.300, -1.964], [2.908, -1.747, -1.973], [2.966, -3.168, -1.417], [3.037, -1.784, -3.823], [1.083, -0.271, -1.612], [0.673, -1.879, -1.173], [0.674, -1.491, -2.925], [2.893, -0.844, -4.356], [2.450, -2.526, -4.366], [4.046, -2.128, -4.050], [-0.467, 2.541, 4.096], [-1.715, 1.227, 3.919], [-1.360, 0.525, 2.543], [-0.896, 0.155, 5.223], [-0.908, 3.031, 3.228], [0.588, 2.375, 3.880], [-0.654, 3.053, 5.040], [0.171, -0.050, 5.140], [-1.349, -0.834, 5.143], [-1.094, 0.547, 6.220]], "atomic_forces_ev_per_a": [[-0.635, -0.906, -0.094], [-2.288, 3.207, -1.562], [-1.127, -5.098, -0.565], [0.083, 0.103, -0.074], [1.617, -0.035, -0.579], [-0.181, -1.400, 0.229], [-0.165, 0.288, -0.172], [0.155, 0.152, 0.314], [0.167, 0.215, -0.009], [0.087, -0.191, -0.354], [-0.127, -0.389, -0.063], [-0.701, -0.641, -1.144], [-0.599, -0.173, 0.808], [0.555, 2.404, -2.041], [2.003, 3.109, 1.493], [-3.461, 7.636, 2.684], [0.443, 1.595, -1.677], [-0.042, -0.107, -0.013], [0.159, 0.497, 0.163], [0.094, -0.401, -0.148], [-3.815, 5.536, 4.587], [-1.142, 0.413, -0.156], [0.093, 0.066, 0.033], [-0.020, 0.068, 0.010], [1.788, 0.084, 1.620], [-5.314, 2.082, 3.765], [-4.392, 8.103, 2.491], [6.137, -10.443, -8.867], [0.500, 0.584, -0.612], [0.187, -0.367, 0.028], [-0.641, 0.561, 1.256], [0.918, -0.785, -1.233], [0.138, -2.157, -1.366], [0.408, -3.805, -2.611], [4.261, -6.252, -0.388], [-1.807, -0.887, -0.354], [0.865, 0.743, -0.246], [1.502, -0.555, -0.913], [3.475, -1.155, -3.969], [1.160, -1.132, -0.807], [0.224, 1.225, 1.028], [-0.110, 0.300, 0.672], [0.037, 1.066, 0.496], [0.537, 0.337, 0.301], [-1.125, 0.148, -0.115], [3.296, -3.305, 0.136], [-3.701, -0.290, 6.266], [-1.023, -0.708, -0.101], [2.085, 0.474, 2.251], [-0.165, -0.761, 0.317], [0.049, -0.024, -0.042], [0.039, 0.721, -0.634], [-0.324, 0.061, 0.064], [-0.155, 0.186, -0.103]], "lowdin_charge": [-0.027, -0.440, -0.098, 0.046, -0.033, 0.016, 0.102, 0.091, 0.125, 0.092, 0.092, 0.012, 0.039, -0.455, 0.046, -0.102, -0.069, 0.091, 0.067, 0.096, -0.172, 0.083, 0.078, 0.107, -0.167, 1.088, -0.383, -0.354, 0.081, 0.059, -0.024, 0.101, 0.130, -0.016, -0.410, 0.920, -0.596, -0.267, -0.265, 0.007, 0.019, 0.070, 0.008, 0.048, -0.252, 0.990, -0.589, -0.241, -0.061, 0.093, 0.076, 0.060, 0.041, 0.047]}

=====

Record 2
{"formula": "C12H33AgBr2N3O3", "method": "ωB97M-V/def2-TZVPD", "spin_multiplicity": 2, "energy_ev": -167672.96958, "gap_ev": [7.80, 4.84], "relative_energy_kj_mol": 220.67, "s2": 0.7575, "symbols": ["Ag", "Br", "Br", "C", "C", "C", "O", "C", "N", "H", "H", "H", "H", "H", "H", "H", "H", "H", "H", "H", "C", "C", "C", "O", "C", "N", "H", "H", "H", "H", "H", "H", "H", "H", "H", "H", "H", "C", "C", "C", "O", "C", "N", "H", "H", "H", "H", "H", "H", "H", "H", "H", "H", "H"], "xyz": [[-1.233, -0.917, -0.760], [-2.901, -3.252, 0.108], [-3.166, 0.797, -1.902], [0.487, -3.683, -3.700], [-0.060, -3.121, -2.401], [1.103, -2.968, -1.403], [0.543, -2.161, -0.300], [1.310, -2.387, 0.927], [-0.688, -1.854, -2.727], [1.209, -2.971, -4.100], [-0.303, -3.801, -4.441], [0.913, -4.675, -3.555], [-0.803, -3.797, -1.978], [1.941, -2.419, -1.833], [1.399, -3.978, -1.119], [2.360, -2.096, 0.894], [1.394, -3.446, 1.174], [0.876, -1.926, 1.814], [-0.128, -1.483, -3.480], [-1.478, -2.242, -3.222], [1.232, 2.934, -1.401], [1.495, 1.420, -1.413], [2.373, 0.919, -0.141], [1.706, 1.281, 1.058], [2.395, 0.845, 2.262], [0.273, 0.700, -1.679], [2.182, 3.446, -1.247], [0.662, 3.201, -0.511], [0.580, 3.331, -2.180], [2.231, 1.224, -2.193], [3.331, 1.425, -0.265], [2.613, -0.142, -0.209], [2.030, 1.287, 3.189], [3.445, 1.137, 2.250], [2.425, -0.244, 2.297], [-0.289, 1.526, -1.826], [0.284, 0.691, -2.688], [-2.479, -0.222, 3.138], [-1.944, 0.897, 2.228], [-1.463, 2.187, 3.014], [-1.141, 3.180, 2.033], [-2.178, 3.686, 1.189], [-1.009, 0.480, 1.211], [-2.866, -0.934, 2.410], [-3.264, 0.085, 3.828], [-1.673, -0.850, 3.519], [-2.793, 1.155, 1.595], [-0.554, 1.869, 3.525], [-2.237, 2.576, 3.677], [-3.041, 4.195, 1.619], [-2.594, 2.944, 0.508], [-1.675, 4.503, 0.672], [-0.114, 0.249, 1.619], [-0.715, 1.400, 0.915]], "atomic_forces_ev_per_a": [[-2.091, 0.622, 0.664], [0.503, 0.599, -0.256], [0.765, -0.615, 0.474], [-0.098, -0.634, 0.026], [1.612, -0.795, 0.031], [-1.971, 0.977, 0.132], [2.689, -1.720, 1.180], [-0.217, -0.554, -0.078], [-0.629, -0.955, -0.609], [0.313, -0.228, -0.137], [-0.115, 0.042, 0.017], [0.328, 0.073, -0.112], [-0.070, 0.197, 0.253], [0.164, 0.017, -0.047], [0.122, 0.175, 0.524], [0.023, 0.576, -0.646], [-0.542, -0.277, -0.293], [-0.478, 0.287, -0.508], [0.165, 0.774, -0.002], [-0.971, 0.777, -0.112], [0.312, -0.176, 1.692], [2.814, 0.099, 1.436], [-1.514, 1.238, -1.191], [0.767, -0.304, 1.015], [0.693, 0.052, -1.035], [-0.018, 1.682, -1.262], [-0.087, 0.367, -0.593], [-0.071, -0.245, 0.412], [0.626, -0.220, -0.655], [0.016, -0.100, -0.377], [0.206, 0.355, 0.343], [-0.468, -0.283, 0.013], [-0.753, -0.025, -0.425], [0.214, 0.252, -0.344], [-0.345, -0.080, 0.241], [-1.910, 0.091, 1.477], [0.362, -1.750, -0.896], [0.791, -0.555, -1.796], [-1.977, 0.483, 1.497], [-0.810, -1.199, -2.298], [0.086, 0.219, 0.561], [0.443, 0.371, -0.172], [0.929, 0.332, 0.308], [-0.717, -0.129, 0.081], [0.387, -0.057, 0.100], [0.145, 0.438, 0.948], [-0.393, 0.477, 0.389], [0.125, 0.613, 0.222], [0.027, -0.242, 0.257], [-0.007, -0.296, 1.052], [0.293, -0.079, -0.221], [-0.004, -0.283, -0.488], [0.225, -0.773, 0.416], [0.113, 0.389, -1.211]], "lowdin_charge": [0.636, -0.441, -0.156, -0.061, -0.458, -0.134, -0.330, -0.080, -0.012, 0.083, 0.087, 0.088, 0.094, 0.127, 0.133, 0.075, 0.091, 0.082, 0.080, 0.092, -0.044, -0.385, -0.158, -0.213, -0.066, -0.013, 0.086, 0.071, 0.088, 0.126, 0.116, 0.099, 0.089, 0.085, 0.064, 0.007, 0.073, -0.045, -0.427, -0.132, -0.219, -0.099, 0.036, 0.036, 0.083, 0.072, 0.110, 0.117, 0.124, 0.086, 0.047, 0.088, 0.052, 0.050]}

=====

Record 3
{"formula": "C12H33AgN5O9", "method": "ωB97M-V/def2-TZVPD", "spin_multiplicity": 2, "energy_ev": -42846.68833, "gap_ev": [8.88, 5.87], "relative_energy_kj_mol": 0.00, "s2": 0.7528, "symbols": ["Ag", "N", "O", "O", "O", "N", "O", "O", "O", "C", "C", "C", "O", "C", "N", "H", "H", "H", "H", "H", "H", "H", "H", "H", "H", "H", "C", "C", "C", "O", "C", "N", "H", "H", "H", "H", "H", "H", "H", "H", "H", "H", "H", "C", "C", "C", "O", "C", "N", "H", "H", "H", "H", "H", "H", "H", "H", "H", "H", "H"], "xyz": [[0.008, 0.366, -0.280], [-3.449, 1.320, 0.300], [-2.204, 1.117, 0.174], [-3.925, 1.385, 1.432], [-4.151, 1.390, -0.724], [3.433, -0.499, -0.216], [2.176, -0.509, -0.413], [4.173, -1.124, -0.978], [3.873, 0.192, 0.714], [0.753, -2.479, 2.360], [-0.398, -2.549, 1.360], [-1.469, -3.511, 1.857], [-0.856, -4.623, 2.478], [-1.766, -5.386, 3.221], [-0.968, -1.189, 1.171], [1.367, -1.599, 2.158], [1.288, -3.417, 2.318], [0.366, -2.298, 3.371], [0.045, -2.923, 0.437], [-2.053, -3.885, 1.000], [-2.145, -3.001, 2.561], [-1.259, -6.190, 3.750], [-2.537, -5.833, 2.579], [-2.277, -4.776, 3.980], [-1.155, -0.874, 2.128], [-1.929, -1.278, 0.828], [-0.487, -1.081, -4.440], [-0.250, -0.273, -3.163], [-1.034, 1.019, -3.213], [-0.639, 1.814, -2.138], [-1.195, 3.118, -2.061], [-0.633, -1.077, -1.967], [0.215, -1.906, -4.538], [-0.369, -0.463, -5.333], [-1.527, -1.422, -4.448], [0.818, -0.049, -3.125], [-2.113, 0.811, -3.121], [-0.854, 1.521, -4.171], [-2.259, 3.071, -1.817], [-1.056, 3.634, -3.018], [-0.639, 3.641, -1.288], [-0.216, -1.993, -2.151], [-1.624, -1.307, -2.090], [1.382, 3.239, 2.916], [1.018, 2.690, 1.531], [2.077, 2.883, 0.491], [1.651, 2.264, -0.711], [2.585, 2.296, -1.761], [0.658, 1.255, 1.656], [0.587, 3.104, 3.648], [1.538, 4.322, 2.888], [2.310, 2.783, 3.276], [0.071, 3.211, 1.336], [2.978, 2.351, 0.839], [2.284, 3.937, 0.278], [2.322, 1.605, -2.559], [3.577, 2.057, -1.369], [2.560, 3.278, -2.258], [-0.137, 1.082, 2.262], [1.459, 0.757, 2.051]], "atomic_forces_ev_per_a": [[0.212, -0.750, 0.946], [-0.578, -0.419, -0.349], [0.209, 0.212, 0.135], [-0.066, 0.144, 0.060], [0.314, 0.144, 0.327], [0.205, 0.242, -0.533], [-0.031, -0.786, -0.247], [-0.394, 0.171, 0.400], [0.023, -0.016, 0.296], [-0.609, 0.775, 0.200], [0.709, 0.105, 0.407], [-0.026, -0.589, -0.300], [0.198, 0.192, 0.070], [-0.692, -0.125, 0.178], [-0.602, -1.012, 0.457], [0.358, -0.365, -0.406], [0.376, 0.102, 0.235], [-0.044, -0.377, 0.008], [-0.282, 0.230, -0.269], [-0.241, 0.230, 0.140], [0.064, 0.003, -0.001], [0.304, 0.048, -0.183], [0.059, 0.033, 0.016], [0.051, 0.036, -0.106], [0.211, 0.400, -0.240], [0.255, 0.271, -0.405], [-0.324, 0.422, -0.134], [-0.028, -0.266, -0.929], [-0.615, -0.092, 0.069], [0.690, 0.265, 0.198], [-0.148, -0.237, -0.294], [0.113, 0.098, -0.963], [-0.140, -0.189, 0.145], [0.097, 0.048, 0.092], [0.120, -0.277, -0.080], [-0.027, 0.026, 0.424], [0.010, -0.032, -0.185], [0.030, 0.054, 0.034], [0.033, -0.023, 0.062], [-0.001, -0.006, 0.061], [-0.051, 0.013, 0.063], [0.491, 0.222, 0.757], [-0.048, 0.548, 0.424], [0.821, 0.295, -0.122], [-1.761, 0.439, 1.495], [0.582, -0.598, -0.503], [-0.825, -0.047, 0.078], [0.273, 0.556, -0.253], [0.464, 0.101, -0.578], [-0.076, -0.345, -0.109], [0.120, -0.090, -0.212], [-0.124, 0.019, 0.122], [0.176, -0.181, -0.800], [0.065, 0.353, -0.078], [0.019, 0.053, 0.384], [-0.197, -0.383, 0.398], [0.087, 0.051, -0.238], [0.309, 0.061, 0.334], [-0.107, 0.464, -0.026], [-0.010, -0.218, -0.471]], "lowdin_charge": [1.087, -0.608, -0.181, -0.018, -0.031, -0.592, -0.170, 0.003, -0.039, -0.039, -0.396, -0.208, -0.191, -0.112, 0.017, 0.062, 0.088, 0.092, 0.133, 0.133, 0.131, 0.089, 0.091, 0.091, 0.094, 0.088, -0.050, -0.409, -0.209, -0.284, -0.062, 0.041, 0.085, 0.085, 0.088, 0.132, 0.145, 0.136, 0.087, 0.096, 0.084, 0.102, 0.107, -0.047, -0.382, -0.183, -0.279, -0.085, 0.052, 0.082, 0.087, 0.089, 0.146, 0.121, 0.144, 0.081, 0.098, 0.098, 0.092, 0.099]}